1.
The following is a quantum chemistry calculation of C29H21CrINS4 as an isolated structure, from the OMol25 dataset.

Results
**⟨S²⟩**: 3.914
**M**: 690.662 g mol⁻¹
**Spin multiplicity**: 4
**LUMO (spin up / spin down)**: -0.24 / -0.27 eV
**Energy relative to the best compared isomer or geometry (same formula, charge and spin)**: 11.5 kcal/mol

Each line ends with the Löwdin spin population.
Element x y z (Å)
Cr: -0.66 0.45 0.13  3.1291
S: -2.73 1.58 0.64  0.0262
C: -3.96 0.56 1.40  0.0105
C: -4.48 1.02 2.62  0.0024
C: -5.48 0.35 3.30  0.0002
C: -6.01 -0.84 2.79  0.0022
C: -5.51 -1.32 1.59  -0.0001
C: -4.50 -0.65 0.90  0.0031
S: -3.98 -1.36 -0.63  0.0033
C: -2.61 -2.41 -0.04  0.0049
C: -1.47 -2.37 -1.00  0.0112
C: -1.07 -3.53 -1.65  -0.0006
C: -0.16 -3.45 -2.69  0.0078
C: 0.24 -2.21 -3.13  -0.0013
C: -0.19 -1.09 -2.44  0.0097
C: 0.05 0.27 -3.05  0.0016
S: -0.50 1.63 -1.98  -0.0097
C: 0.93 2.67 -1.95  0.0046
C: 0.74 3.96 -2.44  -0.0015
C: 1.77 4.89 -2.34  0.0010
C: 2.95 4.52 -1.73  -0.0016
C: 3.13 3.23 -1.25  0.0010
C: 2.13 2.27 -1.35  -0.0018
S: 0.64 1.96 1.24  -0.0605
N: -0.93 -1.17 -1.32  0.0157
H: -4.08 1.94 3.02  0.0003
H: -5.85 0.75 4.24  0.0000
H: -6.79 -1.37 3.32  0.0002
H: -5.92 -2.23 1.17  0.0000
H: -2.94 -3.44 0.07  0.0001
H: -2.34 -2.05 0.94  0.0023
H: -1.50 -4.47 -1.34  -0.0001
H: 0.17 -4.35 -3.20  0.0005
H: 0.86 -2.09 -4.01  -0.0002
H: -0.55 0.31 -3.96  -0.0004
H: 1.08 0.43 -3.33  0.0000
H: -0.20 4.23 -2.89  -0.0001
H: 1.63 5.89 -2.72  0.0001
H: 3.75 5.24 -1.63  -0.0001
H: 4.06 2.97 -0.76  0.0000
I: -0.63 -0.93 2.54  -0.0153
C: 1.44 -0.98 2.52  -0.0045
C: 2.04 -1.70 3.54  0.0013
C: 3.41 -1.84 3.54  -0.0083
C: 4.13 -1.27 2.50  0.0015
C: 3.51 -0.55 1.49  -0.0072
C: 4.33 -0.03 0.39  0.0006
C: 3.79 0.59 -0.65  -0.0054
C: 2.32 0.87 -0.80  -0.0062
C: 1.45 0.57 0.47  -0.1093
C: 2.12 -0.34 1.48  -0.0038
H: 1.43 -2.16 4.31  -0.0003
H: 3.91 -2.40 4.32  -0.0005
H: 5.21 -1.39 2.46  0.0002
H: 5.39 -0.23 0.42  0.0001
H: 4.43 0.89 -1.48  -0.0003
H: 2.00 0.17 -1.58  -0.0027

***

2.
The following is a quantum chemistry calculation of C29H21N5O3V as an isolated structure at a distorted geometry, from the OMol25 dataset.

Results
**⟨S²⟩**: 0.778
**M**: 538.463 g mol⁻¹
**Net charge**: +2
**Spin multiplicity**: 2
**LUMO (spin up / spin down)**: -7.93 / -7.40 eV
**Energy relative to the best compared isomer or geometry (same formula, charge and spin)**: 5.8 kcal/mol

Each line ends with the Löwdin spin population.
Element x y z (Å)
V: -0.14 0.13 -0.01  1.0714
C: -0.78 -3.39 2.47  -0.0006
C: -1.91 -3.93 1.89  0.0010
C: -2.60 -3.20 0.94  0.0001
C: -2.14 -1.95 0.59  0.0009
N: -0.98 -1.45 1.10  -0.0063
C: -0.33 -2.16 2.04  0.0014
C: -2.86 -0.98 -0.27  0.0000
C: -4.06 -1.16 -0.92  -0.0002
C: -4.61 -0.07 -1.59  0.0022
C: -3.97 1.16 -1.56  -0.0006
C: -2.77 1.26 -0.89  0.0022
N: -2.23 0.20 -0.29  -0.0110
C: -2.00 2.49 -0.59  0.0017
C: -2.30 3.74 -1.06  0.0002
C: -1.59 4.82 -0.55  0.0004
C: -0.63 4.60 0.43  -0.0003
C: -0.36 3.30 0.81  -0.0004
N: -1.01 2.25 0.30  -0.0041
H: -0.23 -3.91 3.24  -0.0001
H: -2.26 -4.91 2.18  0.0000
H: -3.51 -3.58 0.49  0.0000
H: 0.58 -1.72 2.43  0.0003
H: -4.58 -2.11 -0.89  -0.0001
H: -5.55 -0.18 -2.11  0.0001
H: -4.41 2.02 -2.04  -0.0001
H: -3.08 3.89 -1.80  0.0000
H: -1.79 5.82 -0.91  0.0000
H: -0.08 5.42 0.87  0.0000
H: 0.41 3.09 1.53  -0.0002
O: 2.54 3.63 0.24  -0.0008
C: 3.42 3.01 1.07  -0.0002
C: 4.35 3.83 1.70  0.0000
C: 5.29 3.28 2.54  -0.0003
C: 5.33 1.90 2.78  0.0000
C: 4.40 1.09 2.17  -0.0002
C: 3.42 1.63 1.32  -0.0006
C: 2.44 0.73 0.74  -0.0008
O: 1.28 1.21 0.22  -0.0149
N: 2.60 -0.55 0.71  -0.0143
N: 1.51 -1.09 0.06  -0.0270
C: 1.65 -2.28 -0.43  0.0086
C: 0.73 -2.81 -1.38  -0.0081
C: 0.85 -4.13 -1.83  0.0061
C: 0.07 -4.58 -2.87  -0.0115
C: -0.81 -3.69 -3.51  0.0034
C: -0.93 -2.38 -3.09  -0.0073
C: -0.17 -1.94 -2.01  0.0066
O: -0.33 -0.68 -1.58  0.0036
H: 2.03 2.98 -0.27  0.0001
H: 4.32 4.89 1.49  0.0000
H: 6.02 3.92 3.02  0.0000
H: 6.08 1.48 3.43  0.0000
H: 4.40 0.02 2.34  0.0000
H: 2.56 -2.82 -0.17  -0.0003
H: 1.57 -4.79 -1.36  0.0005
H: 0.16 -5.60 -3.22  -0.0006
H: -1.41 -4.04 -4.34  0.0003
H: -1.59 -1.68 -3.59  -0.0001